1.
Here is a molecular structure, C36H48CrN4O8PSe from the Open Molecules 2025 dataset. Energies are from ωB97M-V with the def2-TZVPD basis set.

Properties
- HOMO level (spin up / spin down): -1.87 / -1.89 eV
- Energy relative to the best compared isomer or geometry (same formula, charge and spin): 0.000 eV
- Multiplicity: 2
- Kohn-Sham gap (spin up / spin down): 6.02 / 6.05 eV
- Charge: -2

```
99
C36H48CrN4O8PSe, DFT ωB97M-V with the def2-TZVPD basis set
Cr -0.676 -0.686 -0.954
C -2.812 -3.092 0.636
N -1.437 -2.677 0.968
C -0.664 -3.872 1.265
C -1.494 -1.718 2.031
C -1.276 -2.084 3.352
C -1.435 -1.174 4.393
C -1.808 0.125 4.094
C -2.015 0.505 2.775
C -1.884 -0.398 1.713
N -2.025 -0.033 0.380
C -2.979 0.867 -0.020
C -4.186 1.138 0.648
C -5.097 2.050 0.142
C -4.843 2.727 -1.045
C -3.663 2.451 -1.725
C -2.756 1.528 -1.239
N -1.505 1.265 -1.931
C -0.554 2.339 -1.611
C -1.674 1.129 -3.385
H -3.268 -3.577 1.514
H -2.805 -3.791 -0.198
H -3.411 -2.232 0.348
H -1.122 -4.479 2.063
H 0.353 -3.623 1.550
H -0.628 -4.480 0.371
H -0.988 -3.104 3.574
H -1.257 -1.479 5.419
H -1.910 0.860 4.885
H -2.261 1.534 2.542
H -4.417 0.594 1.554
H -6.027 2.219 0.674
H -5.552 3.442 -1.443
H -3.456 2.953 -2.663
H -0.949 3.319 -1.913
H 0.390 2.165 -2.122
H -0.374 2.349 -0.537
H -1.947 2.090 -3.841
H -2.435 0.392 -3.621
H -0.734 0.800 -3.825
C 2.638 3.872 1.838
C 1.152 3.646 1.564
C 0.311 4.159 2.726
C 0.749 4.350 0.272
O 0.813 2.249 1.482
P 1.652 1.125 0.676
O 2.364 1.734 -0.469
O 0.656 0.009 0.483
O 2.801 0.686 1.724
C 2.698 -0.027 2.973
C 4.079 0.122 3.597
C 2.390 -1.483 2.697
C 1.632 0.557 3.896
H 2.839 4.946 1.876
H 3.241 3.424 1.047
H 2.930 3.428 2.790
H 0.434 5.240 2.837
H 0.607 3.667 3.655
H -0.742 3.936 2.543
H -0.324 4.235 0.102
H 0.980 5.416 0.342
H 1.289 3.913 -0.569
H 4.837 -0.304 2.935
H 4.115 -0.393 4.560
H 4.308 1.180 3.748
H 3.139 -1.915 2.031
H 1.420 -1.547 2.215
H 2.365 -2.050 3.631
H 1.876 1.584 4.172
H 1.569 -0.046 4.804
H 0.654 0.551 3.415
O -4.458 -1.832 -2.379
Se -3.054 -2.295 -3.049
O -2.802 -1.697 -4.539
O -1.833 -1.589 -2.088
O -2.755 -3.895 -2.951
C 2.080 0.563 -5.735
C 2.412 1.185 -4.538
C 2.016 0.641 -3.321
C 1.261 -0.532 -3.281
C 0.952 -1.167 -4.489
C 1.354 -0.623 -5.700
N 0.814 -1.064 -2.052
C 1.384 -2.322 -1.728
C 0.810 -3.515 -2.178
C 1.427 -4.734 -1.924
C 2.612 -4.789 -1.203
C 3.179 -3.608 -0.735
C 2.576 -2.387 -1.000
H 2.383 0.995 -6.683
H 2.989 2.104 -4.547
H 2.307 1.093 -2.378
H 0.347 -2.064 -4.472
H 1.072 -1.116 -6.624
H -0.136 -3.471 -2.708
H 0.967 -5.649 -2.282
H 3.090 -5.743 -1.009
H 4.104 -3.640 -0.168
H 3.011 -1.457 -0.650
```

Population analysis type Löwdin, resulting atomic charges in e: Cr 0.8610; C -0.0544; N -0.1770; C -0.0938; C -0.2081; C -0.0454; C -0.1309; C -0.1295; C -0.0396; C -0.2309; N -0.0288; C -0.2140; C -0.0291; C -0.1151; C -0.1198; C -0.0368; C -0.1801; N -0.1981; C -0.0698; C -0.0465; H 0.0901; H 0.0801; H 0.0842; H 0.0765; H 0.0829; H 0.0829; H 0.0928; H 0.0852; H 0.0929; H 0.1096; H 0.1060; H 0.0875; H 0.0807; H 0.1021; H 0.0979; H 0.0771; H 0.0544; H 0.0832; H 0.0682; H 0.0799; C -0.0359; C -0.6188; C -0.0305; C -0.0449; O -0.1754; P 0.3090; O -0.2698; O -0.3026; O -0.1556; C -0.6223; C -0.0379; C -0.0291; C -0.0233; H 0.0811; H 0.0767; H 0.0720; H 0.0811; H 0.0751; H 0.0851; H 0.0776; H 0.0846; H 0.0787; H 0.0841; H 0.0814; H 0.0775; H 0.0813; H 0.0606; H 0.0903; H 0.0739; H 0.0881; H 0.0644; O -0.4970; Se 0.7466; O -0.5057; O -0.5433; O -0.5159; C -0.1305; C -0.1021; C -0.0385; C -0.2748; C -0.0147; C -0.0978; N -0.1096; C -0.2725; C -0.0188; C -0.0950; C -0.1269; C -0.1101; C -0.0201; H 0.0803; H 0.0899; H 0.0726; H 0.1117; H 0.0933; H 0.0953; H 0.0982; H 0.0826; H 0.0882; H 0.1104

=====

2.
Here is 5 unconnected molecules or ions with the total composition C36H48INOP from the Open Molecules 2025 dataset. Energies are from ωB97M-V with the def2-TZVPD basis set.

Properties
- HOMO level: -11.15 eV
- Multiplicity: 1
- Kohn-Sham gap: 7.19 eV
- Charge: +1

```
88
C36H48INOP, DFT ωB97M-V with the def2-TZVPD basis set
C -3.425 -2.540 0.532
C -3.409 -1.616 -0.691
C -3.878 -0.194 -0.395
C -3.224 0.463 0.825
C -2.009 1.307 0.504
N -0.888 0.511 -0.028
C 0.100 0.400 0.757
C -0.118 1.083 2.055
P 1.493 1.781 2.716
C 1.437 1.456 4.521
O 1.380 3.430 2.683
C -1.244 2.053 1.619
C -1.948 2.897 2.687
I -3.566 4.023 1.804
C -2.333 2.227 4.009
C -3.576 1.352 4.051
H -3.584 -3.571 0.245
H -2.450 -2.502 1.015
H -4.146 -2.214 1.271
H -4.081 -2.049 -1.424
H -2.416 -1.583 -1.134
H -4.954 -0.148 -0.294
H -3.652 0.413 -1.273
H -2.958 -0.261 1.592
H -3.956 1.130 1.255
H -2.316 2.076 -0.202
H -0.881 0.058 -0.942
H 1.008 -0.131 0.517
H -0.528 0.372 2.780
H 1.986 0.557 4.759
H 0.410 1.418 4.871
H 1.890 2.329 4.976
H 0.940 3.760 1.882
H -0.704 2.816 1.046
H -1.237 3.668 2.948
H -1.485 1.617 4.316
H -2.419 3.016 4.747
H -4.415 1.753 3.494
H -3.903 1.270 5.082
H -3.376 0.335 3.732
C -0.090 -2.470 -3.474
C -0.434 -1.150 -3.735
C 0.503 -0.275 -4.272
C 1.784 -0.727 -4.558
C 2.129 -2.047 -4.297
C 1.194 -2.916 -3.752
H -0.821 -3.152 -3.056
H -1.437 -0.795 -3.520
H 0.233 0.755 -4.472
H 2.514 -0.050 -4.983
H 3.128 -2.398 -4.521
H 1.464 -3.944 -3.548
C 5.583 0.367 2.929
C 6.902 -0.062 2.880
C 7.413 -0.601 1.707
C 6.608 -0.703 0.581
C 5.290 -0.271 0.630
C 4.775 0.261 1.805
H 5.185 0.786 3.846
H 7.532 0.023 3.755
H 8.440 -0.940 1.670
H 7.009 -1.119 -0.334
H 4.664 -0.350 -0.251
H 3.743 0.597 1.850
C 0.879 -8.623 -1.173
C 1.837 -7.879 -1.846
C 1.689 -6.504 -1.965
C 0.587 -5.874 -1.404
C -0.369 -6.619 -0.727
C -0.225 -7.994 -0.615
H 0.993 -9.696 -1.082
H 2.698 -8.370 -2.279
H 2.435 -5.925 -2.495
H 0.473 -4.800 -1.493
H -1.228 -6.127 -0.288
H -0.973 -8.576 -0.092
C -0.285 6.273 -2.792
C -0.796 5.570 -1.710
C -2.158 5.593 -1.443
C -3.013 6.315 -2.265
C -2.504 7.016 -3.349
C -1.140 6.998 -3.611
H 0.777 6.258 -2.998
H -0.127 5.004 -1.071
H -2.552 5.046 -0.594
H -4.076 6.331 -2.061
H -3.169 7.578 -3.990
H -0.744 7.549 -4.453
```

Population analysis type Löwdin, resulting atomic charges in e: C -0.0917; C -0.2489; C -0.1807; C -0.1584; C -0.2524; N 0.1860; C -0.0001; C -0.3448; P 0.9432; C -0.2165; O -0.2850; C -0.3219; C -0.6347; I 1.0555; C -0.2804; C -0.1102; H 0.0728; H 0.0647; H 0.0775; H 0.1104; H 0.0729; H 0.1194; H 0.1140; H 0.1029; H 0.0687; H 0.1329; H 0.1696; H 0.1548; H 0.1389; H 0.0446; H 0.0204; H 0.0517; H 0.0526; H 0.1194; H 0.0623; H 0.0769; H 0.1149; H 0.0349; H 0.0824; H 0.0640; C -0.1021; C -0.1243; C -0.0993; C -0.0864; C -0.0768; C -0.0837; H 0.0977; H 0.0912; H 0.1020; H 0.1059; H 0.1077; H 0.0841; C -0.0998; C -0.0899; C -0.0880; C -0.0934; C -0.1037; C -0.1224; H 0.0950; H 0.1037; H 0.1044; H 0.1022; H 0.0928; H 0.0059; C -0.0867; C -0.0875; C -0.0994; C -0.1074; C -0.0989; C -0.0909; H 0.1047; H 0.1044; H 0.0938; H 0.0769; H 0.0935; H 0.1031; C -0.0941; C -0.1088; C -0.1257; C -0.0892; C -0.0847; C -0.0859; H 0.1024; H 0.0844; H -0.0242; H 0.1031; H 0.1057; H 0.1054

=====

3.
Here is 5 unconnected molecules or ions with the total composition C36H49N3OP from the Open Molecules 2025 dataset. Energies are from ωB97M-V with the def2-TZVPD basis set.

Properties
- HOMO level: -11.08 eV
- Multiplicity: 1
- Kohn-Sham gap: 8.73 eV
- Charge: +1

```
90
C36H49N3OP, DFT ωB97M-V with the def2-TZVPD basis set
C -0.939 3.362 2.696
C 0.385 2.524 2.645
C 1.097 2.576 1.275
N 0.895 1.361 0.372
C 1.214 1.968 -0.992
N 0.050 2.585 -1.603
C -0.541 0.934 0.387
C -0.714 -0.305 1.353
C 0.766 -0.729 1.788
C 1.626 0.184 0.814
O 2.856 0.413 1.605
C 3.416 -0.687 2.008
N 3.883 -1.546 2.569
P 2.230 -1.153 -0.447
C 3.686 -0.480 -1.415
C 0.824 -1.580 -1.624
C 0.886 -0.961 -3.046
H -1.783 2.661 2.610
H -1.023 4.030 1.826
H -1.013 3.954 3.610
H 1.054 3.033 3.354
H 0.213 1.531 3.065
H 0.753 3.488 0.776
H 2.166 2.745 1.454
H 1.974 2.754 -0.903
H 1.606 1.241 -1.705
H 0.098 2.526 -2.614
H -0.009 3.568 -1.355
H -0.912 0.517 -0.557
H -1.245 1.757 0.518
H -1.298 0.116 2.183
H -1.343 -1.017 0.817
H 0.821 -0.480 2.851
H 0.803 -1.805 1.612
H 4.010 -1.336 -2.026
H 4.466 -0.245 -0.686
H 3.438 0.331 -2.107
H -0.147 -1.473 -1.125
H 0.940 -2.668 -1.743
H 1.683 -0.235 -3.234
H 0.918 -1.737 -3.818
H -0.062 -0.420 -3.217
C -1.029 -4.385 1.370
C -0.654 -5.315 2.331
C -1.596 -5.812 3.220
C -2.915 -5.385 3.145
C -3.291 -4.458 2.183
C -2.346 -3.954 1.298
H -0.293 -3.993 0.675
H 0.373 -5.653 2.386
H -1.303 -6.533 3.973
H -3.651 -5.776 3.836
H -4.320 -4.126 2.123
H -2.639 -3.227 0.549
C -4.453 0.798 -4.241
C -3.575 0.114 -3.411
C -3.268 -1.216 -3.668
C -3.832 -1.860 -4.760
C -4.707 -1.176 -5.592
C -5.021 0.152 -5.330
H -4.696 1.834 -4.039
H -3.130 0.620 -2.560
H -2.587 -1.751 -3.015
H -3.589 -2.896 -4.963
H -5.146 -1.677 -6.445
H -5.708 0.683 -5.976
C 6.865 -1.455 -6.677
C 5.573 -1.661 -6.212
C 5.370 -2.200 -4.948
C 6.457 -2.523 -4.146
C 7.748 -2.313 -4.612
C 7.952 -1.783 -5.878
H 7.024 -1.038 -7.664
H 4.725 -1.403 -6.834
H 4.361 -2.367 -4.587
H 6.298 -2.939 -3.159
H 8.596 -2.564 -3.987
H 8.959 -1.624 -6.243
C -4.364 5.532 6.024
C -3.451 4.558 5.645
C -2.774 3.825 6.611
C -3.016 4.061 7.957
C -3.932 5.033 8.336
C -4.602 5.771 7.371
H -4.889 6.106 5.271
H -3.267 4.369 4.594
H -2.056 3.068 6.314
H -2.492 3.486 8.711
H -4.122 5.216 9.386
H -5.312 6.533 7.667
```

Population analysis type Löwdin, resulting atomic charges in e: C -0.0767; C -0.1788; C -0.0934; N -0.1265; C -0.1725; N 0.0602; C -0.1083; C -0.0963; C -0.1009; C -0.4408; O -0.0057; C -0.4449; N 0.2219; P 1.0731; C -0.2318; C -0.3662; C -0.1369; H 0.0708; H 0.0765; H 0.0687; H 0.1225; H 0.0963; H 0.1228; H 0.1389; H 0.1443; H 0.0853; H 0.1006; H 0.0904; H 0.1103; H 0.1266; H 0.1069; H 0.0911; H 0.1243; H 0.0907; H 0.0397; H 0.0466; H 0.0241; H 0.0520; H 0.0705; H 0.0442; H 0.0801; H 0.0615; C -0.1134; C -0.0891; C -0.0840; C -0.0844; C -0.0908; C -0.1125; H 0.0856; H 0.1050; H 0.1062; H 0.1060; H 0.1037; H 0.0890; C -0.0956; C -0.1127; C -0.1120; C -0.0905; C -0.0840; C -0.0855; H 0.1015; H 0.0845; H 0.0872; H 0.1040; H 0.1062; H 0.1057; C -0.0910; C -0.0995; C -0.1141; C -0.1055; C -0.0920; C -0.0881; H 0.1036; H 0.0996; H 0.0867; H 0.0969; H 0.1035; H 0.1045; C -0.0947; C -0.1096; C -0.1062; C -0.0939; C -0.0882; C -0.0888; H 0.1015; H 0.0811; H 0.0921; H 0.1023; H 0.1044; H 0.1041

=====

Going through the records in order, we get E values of -163512.4935 -59031.1990 -53923.3429 eV.